# 1
The following is a DFT calculation (ωB97M-V/def2-TZVPD) of a molecular structure, C33H35F6N3O7P5STeV.

Element x y z (Å)
V  2.447  0.022  0.968
C  1.394  0.739  5.651
C  2.309  0.454  4.461
O  3.657  0.389  4.930
P  2.259  1.881  3.275
O  3.778  2.122  2.955
O  1.774  3.164  4.055
O  1.497  1.661  2.006
P  1.947  -1.215  3.675
O  0.880  -1.919  4.636
O  3.255  -1.908  3.631
O  1.209  -1.026  2.344
H  1.707  1.656  6.146
H  1.456  -0.080  6.364
H  0.355  0.837  5.332
H  4.030  -0.450  4.589
H  4.348  1.750  3.656
H  0.858  3.420  3.883
H  1.307  -2.555  5.226
Te  -1.285  -1.086  -3.289
C  -2.673  0.473  -3.684
C  -2.379  1.361  -4.709
C  -3.270  2.394  -4.975
N  -4.389  2.593  -4.287
C  -4.668  1.731  -3.314
C  -3.857  0.653  -2.983
C  -0.757  -0.667  -1.280
P  0.810  0.165  -1.008
C  0.519  1.942  -1.288
C  -0.708  2.444  -1.708
C  -0.881  3.806  -1.913
C  0.176  4.679  -1.703
C  1.404  4.187  -1.280
C  1.575  2.828  -1.068
C  1.814  -0.338  -2.448
C  2.230  0.557  -3.425
C  2.983  0.110  -4.503
C  3.317  -1.230  -4.616
C  2.904  -2.128  -3.641
C  2.166  -1.682  -2.559
P  -1.689  -1.306  -0.047
C  -3.436  -1.641  -0.370
C  -4.393  -0.883  0.311
C  -5.742  -1.071  0.050
C  -6.146  -2.015  -0.880
C  -5.200  -2.787  -1.542
C  -3.852  -2.610  -1.286
C  -1.653  -0.412  1.506
C  -1.656  0.977  1.417
C  -1.831  1.742  2.563
C  -2.000  1.120  3.789
C  -1.975  -0.270  3.877
C  -1.805  -1.037  2.740
H  -1.463  1.279  -5.279
H  -3.062  3.100  -5.771
H  -5.591  1.902  -2.771
H  -4.161  -0.018  -2.196
H  -1.541  1.774  -1.866
H  -1.842  4.179  -2.243
H  0.046  5.740  -1.867
H  2.233  4.863  -1.113
H  2.542  2.463  -0.745
H  1.962  1.603  -3.359
H  3.306  0.814  -5.258
H  3.903  -1.574  -5.458
H  3.172  -3.174  -3.722
H  1.849  -2.378  -1.797
H  -4.095  -0.133  1.029
H  -6.475  -0.474  0.577
H  -7.198  -2.158  -1.086
H  -5.514  -3.531  -2.263
H  -3.125  -3.215  -1.807
H  -1.547  1.471  0.462
H  -1.850  2.822  2.480
H  -2.159  1.710  4.683
H  -2.092  -0.758  4.835
H  -1.777  -2.115  2.822
F  3.724  -1.439  0.138
P  5.164  -0.470  -0.015
F  4.034  0.799  -0.228
F  6.029  -1.742  0.273
F  5.101  -0.725  -1.565
F  4.938  -0.189  1.576
F  6.351  0.540  -0.096
N  0.479  -5.051  -0.452
C  0.278  -3.923  0.217
N  1.264  -3.174  0.640
S  -1.384  -3.495  0.531
H  1.399  -5.450  -0.552
H  -0.306  -5.541  -0.848
H  2.236  -3.420  0.504
H  1.051  -2.451  1.359

gap between HOMO and LUMO (spin up / spin down): 7.378 / 7.383 eV
electronic energy: -5885.9790 Ha
spin multiplicity: 4
highest occupied orbital energy (spin up / spin down): -10.372 / -10.383 eV
energy relative to the best compared isomer or geometry (same formula, charge and spin): 76.55 kJ/mol
⟨S²⟩: 3.757
net charge: +1

# 2
The following is a DFT calculation (ωB97M-V/def2-TZVPD) of a molecular structure, C33H36AsBCsIN12S in a non-equilibrium geometry.

Element x y z (Å)
Cs  0.196  -0.290  -0.783
C  2.995  1.569  -3.077
C  2.781  0.181  -3.032
N  3.221  -0.329  -1.888
N  3.720  0.691  -1.184
C  3.603  1.846  -1.870
B  4.334  0.576  0.228
N  3.382  1.247  1.243
C  3.752  2.008  2.291
C  2.611  2.384  2.971
C  1.573  1.783  2.240
N  2.053  1.103  1.211
N  4.542  -0.897  0.607
C  5.694  -1.594  0.539
C  5.435  -2.887  0.942
C  4.061  -2.875  1.243
N  3.539  -1.675  1.039
H  2.755  2.261  -3.867
H  2.359  -0.458  -3.792
H  3.973  2.778  -1.479
H  5.398  1.149  0.257
H  4.788  2.235  2.481
H  2.537  3.001  3.852
H  0.506  1.838  2.401
H  6.615  -1.130  0.227
H  6.127  -3.710  1.000
H  3.437  -3.681  1.597
S  -0.914  4.771  -3.105
C  0.564  5.154  -2.287
C  1.488  6.150  -2.567
C  2.632  6.227  -1.788
C  2.835  5.332  -0.737
C  1.909  4.347  -0.447
C  0.766  4.234  -1.236
N  -0.213  3.284  -1.099
C  -1.152  3.373  -1.971
C  -2.297  2.494  -2.118
C  -3.309  2.864  -3.024
C  -4.408  2.059  -3.212
C  -4.507  0.885  -2.466
C  -3.507  0.553  -1.569
C  -2.326  1.297  -1.348
H  1.322  6.842  -3.384
H  3.377  6.983  -2.005
H  3.740  5.407  -0.146
H  2.060  3.639  0.359
H  -3.228  3.796  -3.578
H  -5.180  2.333  -3.923
H  -5.373  0.242  -2.600
H  -3.638  -0.362  -0.989
N  -1.294  -3.721  -2.690
C  -1.505  -4.227  -3.726
N  -1.602  -4.807  -4.853
C  -2.556  -5.083  -5.682
N  -3.333  -5.394  -6.493
I  0.730  -7.768  2.452
C  0.075  -6.050  1.472
C  -0.204  -5.934  0.128
N  -0.622  -4.675  -0.061
N  -0.636  -3.969  1.063
C  -0.211  -4.792  2.015
H  -0.122  -6.648  -0.674
H  -0.920  -4.270  -0.994
H  -0.116  -4.464  3.038
C  -4.733  -2.081  1.055
C  -3.541  -2.183  2.004
As  -2.128  -0.844  1.597
C  -0.905  -1.268  3.105
C  -1.538  -1.693  4.426
C  -2.996  0.683  2.554
C  -3.591  1.774  1.669
H  -5.541  -2.748  1.364
H  -4.439  -2.347  0.039
H  -5.128  -1.061  1.034
H  -3.079  -3.168  1.917
H  -3.879  -2.051  3.035
H  -0.310  -0.365  3.266
H  -0.214  -2.035  2.753
H  -2.243  -0.939  4.787
H  -0.775  -1.824  5.198
H  -2.072  -2.638  4.325
H  -2.211  1.125  3.176
H  -3.764  0.289  3.226
H  -2.833  2.174  0.996
H  -3.996  2.589  2.278
H  -4.395  1.383  1.043

gap between HOMO and LUMO: 5.397 eV
electronic energy: -4912.9298 Ha
highest occupied orbital energy: -2.193 eV
energy relative to the best compared isomer or geometry (same formula, charge and spin): 110.09 kJ/mol
net charge: -2

# 3
The following is a DFT calculation (ωB97M-V/def2-TZVPD) of a molecular structure, C33H36BBrN8OTm.

Element x y z (Å)
Tm  -0.227  0.165  -0.424
C  -4.282  -0.212  -2.518
C  -3.271  0.511  -1.875
N  -2.126  -0.158  -1.916
N  -2.366  -1.315  -2.571
C  -3.654  -1.368  -2.943
B  -1.217  -2.300  -2.904
N  -0.698  -3.023  -1.636
C  -0.695  -4.347  -1.400
C  -0.049  -4.573  -0.201
C  0.315  -3.290  0.234
N  -0.071  -2.369  -0.635
N  -0.055  -1.501  -3.530
C  0.444  -1.600  -4.774
C  1.494  -0.712  -4.888
C  1.558  -0.100  -3.627
N  0.628  -0.583  -2.815
H  -5.312  0.068  -2.657
H  -3.304  1.472  -1.384
H  -4.028  -2.213  -3.497
H  -1.621  -3.128  -3.684
H  -1.152  -5.031  -2.098
H  0.118  -5.516  0.291
H  0.807  -2.990  1.147
H  0.018  -2.294  -5.480
H  2.115  -0.526  -5.749
H  2.224  0.675  -3.282
Br  1.011  0.207  2.468
C  -0.655  0.181  3.396
C  -0.632  0.607  4.687
C  -1.816  0.523  5.454
C  -2.934  -0.029  4.907
C  -2.948  -0.486  3.564
C  -4.098  -1.114  3.026
C  -4.078  -1.559  1.738
C  -2.945  -1.335  0.918
C  -1.796  -0.697  1.337
C  -1.799  -0.337  2.728
H  0.282  0.993  5.119
H  -1.817  0.876  6.478
H  -3.839  -0.134  5.498
H  -4.975  -1.238  3.654
H  -4.949  -2.058  1.325
H  -3.025  -1.665  -0.115
C  0.584  4.092  1.708
C  0.784  4.404  0.248
C  1.383  5.590  -0.137
C  1.595  5.912  -1.476
C  1.117  5.012  -2.429
C  0.480  3.825  -2.095
C  -0.096  2.979  -3.202
C  0.339  3.417  -0.713
N  -0.154  2.240  -0.319
H  0.419  5.005  2.290
H  1.447  3.574  2.150
H  -0.267  3.420  1.822
H  1.703  6.286  0.637
H  2.075  6.839  -1.767
H  1.226  5.254  -3.485
H  -1.079  3.355  -3.510
H  -0.242  1.950  -2.881
H  0.545  2.977  -4.088
O  2.129  0.044  -0.442
C  3.191  0.654  -0.312
C  3.451  1.932  -1.059
C  3.906  3.113  -0.198
C  5.368  3.088  0.232
C  5.701  1.989  1.235
C  5.518  0.592  0.657
N  4.131  0.159  0.518
H  2.503  2.190  -1.526
H  4.180  1.730  -1.854
H  3.257  3.172  0.679
H  3.701  4.019  -0.769
H  5.633  4.060  0.655
H  6.002  2.954  -0.654
H  5.074  2.088  2.126
H  6.743  2.083  1.556
H  5.993  -0.145  1.303
H  6.024  0.534  -0.313
H  3.850  -0.691  0.983

gap between HOMO and LUMO (spin up / spin down): 4.876 / 4.873 eV
electronic energy: -5476.7001 Ha
spin multiplicity: 3
highest occupied orbital energy (spin up / spin down): -2.549 / -2.546 eV
energy relative to the best compared isomer or geometry (same formula, charge and spin): 0.00 kJ/mol
⟨S²⟩: 2.002
net charge: -1

# 4
The following is a DFT calculation (ωB97M-V/def2-TZVPD) of 2 unconnected molecules or ions with the total composition C33H36BClO4S in a non-equilibrium geometry.

Element x y z (Å)
C  -2.474  -3.973  0.879
C  -1.700  -2.725  1.164
C  -0.459  -2.657  1.795
C  -0.065  -1.354  2.155
C  -0.796  -0.197  1.607
B  1.500  -0.986  -3.189
C  -1.486  0.747  2.757
C  -2.766  1.311  2.620
C  -3.206  2.409  3.381
C  -2.403  2.914  4.411
Cl  -2.989  4.164  5.405
C  -1.162  2.297  4.645
C  -0.802  1.147  3.919
O  2.192  -1.963  -2.642
C  1.380  -3.156  -2.872
C  2.123  -3.926  -3.970
C  1.463  -3.861  -1.549
C  -0.048  -2.569  -3.273
C  -0.670  -3.269  -4.454
C  -1.091  -2.423  -2.175
O  0.282  -1.195  -3.673
S  -2.235  -1.123  0.838
H  -2.004  -4.861  1.326
H  -3.469  -3.923  1.341
H  -2.641  -4.155  -0.202
H  0.073  -3.557  2.072
H  0.882  -1.268  2.651
H  -3.454  0.960  1.854
H  -4.179  2.888  3.182
H  -0.509  2.737  5.388
H  0.065  0.596  4.252
H  1.671  -4.902  -4.172
H  2.179  -3.432  -4.948
H  3.155  -4.095  -3.649
H  0.891  -4.790  -1.545
H  2.540  -4.026  -1.376
H  1.084  -3.183  -0.753
H  -0.881  -4.326  -4.229
H  -1.632  -2.797  -4.665
H  -0.032  -3.247  -5.347
H  -1.376  -3.351  -1.723
H  -0.807  -1.759  -1.357
H  -2.008  -1.993  -2.600
C  5.562  2.406  2.958
O  5.404  2.088  1.541
C  4.298  1.345  1.257
C  3.970  1.101  -0.109
C  2.664  0.787  -0.467
C  1.705  0.552  0.535
C  0.219  0.313  0.332
C  -0.429  1.588  -0.099
C  -1.356  1.594  -1.136
C  -2.074  2.758  -1.334
C  -1.980  3.851  -0.441
O  -2.852  4.863  -0.782
C  -3.516  4.507  -2.062
C  -3.115  3.069  -2.371
C  -1.026  3.833  0.622
C  -0.153  2.767  0.656
C  2.126  0.638  1.865
C  3.409  0.953  2.268
H  6.563  2.843  2.996
H  4.802  3.139  3.316
H  5.490  1.493  3.588
H  4.730  1.306  -0.855
H  2.354  0.705  -1.515
H  0.010  -0.651  -0.248
H  -1.400  0.775  -1.851
H  -4.606  4.642  -2.001
H  -3.117  5.187  -2.827
H  -2.746  3.025  -3.404
H  -3.946  2.355  -2.299
H  -0.906  4.650  1.338
H  0.759  2.850  1.263
H  1.386  0.478  2.650
H  3.638  1.056  3.336

gap between HOMO and LUMO: 2.524 eV
electronic energy: -2463.0602 Ha
highest occupied orbital energy: -4.655 eV
energy relative to the best compared isomer or geometry (same formula, charge and spin): 608.30 kJ/mol

Which value of energy relative to the best compared isomer or geometry (same formula, charge and spin) does entry 1 give? 76.55 kJ/mol

Which value of electronic energy does entry 4 give? -2463.0602 Ha

What did the second record say?
The following is a DFT calculation (ωB97M-V/def2-TZVPD) of a molecular structure, C33H36AsBCsIN12S in a non-equilibrium geometry.

Element x y z (Å)
Cs  0.196  -0.290  -0.783
C  2.995  1.569  -3.077
C  2.781  0.181  -3.032
N  3.221  -0.329  -1.888
N  3.720  0.691  -1.184
C  3.603  1.846  -1.870
B  4.334  0.576  0.228
N  3.382  1.247  1.243
C  3.752  2.008  2.291
C  2.611  2.384  2.971
C  1.573  1.783  2.240
N  2.053  1.103  1.211
N  4.542  -0.897  0.607
C  5.694  -1.594  0.539
C  5.435  -2.887  0.942
C  4.061  -2.875  1.243
N  3.539  -1.675  1.039
H  2.755  2.261  -3.867
H  2.359  -0.458  -3.792
H  3.973  2.778  -1.479
H  5.398  1.149  0.257
H  4.788  2.235  2.481
H  2.537  3.001  3.852
H  0.506  1.838  2.401
H  6.615  -1.130  0.227
H  6.127  -3.710  1.000
H  3.437  -3.681  1.597
S  -0.914  4.771  -3.105
C  0.564  5.154  -2.287
C  1.488  6.150  -2.567
C  2.632  6.227  -1.788
C  2.835  5.332  -0.737
C  1.909  4.347  -0.447
C  0.766  4.234  -1.236
N  -0.213  3.284  -1.099
C  -1.152  3.373  -1.971
C  -2.297  2.494  -2.118
C  -3.309  2.864  -3.024
C  -4.408  2.059  -3.212
C  -4.507  0.885  -2.466
C  -3.507  0.553  -1.569
C  -2.326  1.297  -1.348
H  1.322  6.842  -3.384
H  3.377  6.983  -2.005
H  3.740  5.407  -0.146
H  2.060  3.639  0.359
H  -3.228  3.796  -3.578
H  -5.180  2.333  -3.923
H  -5.373  0.242  -2.600
H  -3.638  -0.362  -0.989
N  -1.294  -3.721  -2.690
C  -1.505  -4.227  -3.726
N  -1.602  -4.807  -4.853
C  -2.556  -5.083  -5.682
N  -3.333  -5.394  -6.493
I  0.730  -7.768  2.452
C  0.075  -6.050  1.472
C  -0.204  -5.934  0.128
N  -0.622  -4.675  -0.061
N  -0.636  -3.969  1.063
C  -0.211  -4.792  2.015
H  -0.122  -6.648  -0.674
H  -0.920  -4.270  -0.994
H  -0.116  -4.464  3.038
C  -4.733  -2.081  1.055
C  -3.541  -2.183  2.004
As  -2.128  -0.844  1.597
C  -0.905  -1.268  3.105
C  -1.538  -1.693  4.426
C  -2.996  0.683  2.554
C  -3.591  1.774  1.669
H  -5.541  -2.748  1.364
H  -4.439  -2.347  0.039
H  -5.128  -1.061  1.034
H  -3.079  -3.168  1.917
H  -3.879  -2.051  3.035
H  -0.310  -0.365  3.266
H  -0.214  -2.035  2.753
H  -2.243  -0.939  4.787
H  -0.775  -1.824  5.198
H  -2.072  -2.638  4.325
H  -2.211  1.125  3.176
H  -3.764  0.289  3.226
H  -2.833  2.174  0.996
H  -3.996  2.589  2.278
H  -4.395  1.383  1.043

gap between HOMO and LUMO: 5.397 eV
electronic energy: -4912.9298 Ha
highest occupied orbital energy: -2.193 eV
energy relative to the best compared isomer or geometry (same formula, charge and spin): 110.09 kJ/mol
net charge: -2